11 unconnected molecules or ions with the total composition C44H84N4O14S7, computed with ωB97M-V/def2-TZVPD.

The calculation puts the LUMO energy at 0.082 eV. The value obtained for the frontier orbital gap is 9.654 eV. The energy above the lowest of the compared OMol25 structures with the same formula, charge and spin is 0.0 kJ/mol. The calculation puts the total energy at -5786.49254 Eh. As for the SMILES: O=S1(=O)CCCC1.O=S1(=O)CCCC1.O=S1(=O)CCCC1.O=S1(=O)CCCC1.O=S1(=O)CCCC1.O=S1(=O)CCCC1.O=S1(=O)CCCC1.CCCC#N.CCCC#N.CCCC#N.CCCC#N. For the HOMO energy, the calculation gives -9.5714 eV.

Positions of all 153 atoms, in Å:
H (4.36560, -1.78525, -5.20691)
H (-4.09056, -4.77695, 4.84204)
C (1.67205, 1.09920, 4.30488)
C (5.73148, 2.72575, 0.65761)
C (4.82881, 0.49489, 1.36555)
C (0.82450, 3.63386, 3.88739)
H (2.02963, -0.31858, -3.93958)
C (0.26119, 0.31870, 0.94053)
C (2.20175, 5.91858, -3.15745)
H (4.40411, -3.77387, 0.42646)
C (5.82872, -0.36656, 0.74657)
H (3.99855, -2.13296, 4.34505)
C (-0.26409, -4.06758, -3.41500)
C (-7.06928, -2.63673, -1.07773)
C (-0.74029, -2.68736, -3.25786)
O (-4.81469, 4.43005, 2.00497)
O (-2.90995, 3.84190, 3.55977)
S (4.03954, 1.16359, -3.78678)
H (-0.23499, -1.62059, 0.17006)
H (6.59677, 2.45342, 0.09168)
H (-1.11978, 3.55954, -2.59930)
H (5.99363, 3.07299, 1.63514)
C (-0.22016, 2.55463, 4.06622)
C (0.60957, 1.69528, 0.47396)
H (1.79287, 5.19174, -3.85303)
S (2.40546, -2.84898, 1.15221)
H (0.58935, 4.90543, -0.19325)
H (1.96968, 3.61978, -1.55470)
C (-4.50262, 1.07592, 3.70309)
S (-5.32561, -3.62375, 0.50883)
H (3.17694, -2.41758, -4.15757)
H (-1.69293, 0.92709, -3.23125)
H (1.43627, -2.49997, 3.31901)
H (5.59059, -2.11247, -3.04339)
C (-0.74361, -4.75205, -1.04275)
C (2.50894, 4.50737, -1.16821)
H (6.18347, 0.04094, -4.10775)
H (-5.42941, -2.40180, -2.63051)
C (-5.73495, -2.07082, -1.62626)
C (0.27572, -4.59911, -2.11772)
H (-0.46191, -4.67380, 2.25361)
C (3.23792, 5.26890, -2.23206)
H (3.76947, 6.10971, -1.76589)
H (-0.03146, 2.49425, -3.37270)
H (-2.47467, 2.46272, 1.14215)
H (-4.31477, -1.64152, 0.07262)
H (1.46115, 1.64770, -0.19746)
H (-4.10326, 0.73243, 4.65104)
H (3.87325, -0.08187, 1.28744)
H (-4.05363, -2.58871, 3.08691)
O (4.36473, 2.15627, -4.76541)
O (-0.79476, -2.38961, 3.67873)
H (-2.46210, 0.95328, 3.05165)
O (1.22797, -3.66919, 0.86673)
C (4.64868, -3.21657, 2.48315)
H (2.57348, 6.83042, -3.66739)
N (2.68274, 1.01241, 3.77625)
H (1.80819, 6.19230, 0.12101)
O (-5.85043, -2.97109, 1.67234)
H (4.00630, 4.65549, -2.70270)
H (-5.32410, 0.40189, 3.59388)
H (5.17104, -2.38089, 1.96597)
H (-3.74036, -2.86835, -0.99931)
C (-1.01832, 2.92468, -3.48451)
H (1.07590, -3.92643, -1.79806)
C (2.97270, -0.26449, -4.43353)
H (-0.15266, 2.22627, -0.02435)
H (0.53497, -4.06248, -4.13581)
O (2.74023, -1.76268, 0.24721)
C (3.85270, -1.55159, -4.28432)
O (1.03067, 7.85656, -1.79344)
O (-4.46544, -4.76895, 0.73116)
C (3.60468, -2.86913, 3.59820)
H (3.66871, -4.96372, 1.59375)
O (3.41486, 1.78399, -2.60268)
H (-0.16609, 4.67806, -4.61020)
H (5.40836, 3.62569, 0.09813)
H (-7.41548, -4.43142, 0.22080)
H (-0.49059, 0.34659, 1.77502)
H (5.76627, 0.41781, -2.37056)
H (-3.49480, 0.10988, 1.98993)
H (2.81769, 0.00753, -5.46112)
O (-0.41329, 5.93365, -2.43955)
H (-6.41482, -4.82684, -1.17526)
H (0.42508, 4.54578, 3.44746)
H (-2.11925, -6.32372, 3.75939)
H (0.78931, 2.35286, 1.29334)
H (4.33177, 1.47047, -0.37010)
C (4.74530, -1.37135, -3.09416)
H (0.33560, -0.59942, -1.04115)
C (-2.15401, -5.23143, 3.84708)
H (3.36436, -3.85650, 3.99284)
H (-1.79482, 4.62739, -4.62953)
H (-2.14705, -4.86696, 1.73530)
C (1.43791, 5.48998, -0.63557)
C (5.40303, 0.06090, -3.30297)
H (-0.21858, 0.48390, 4.83434)
H (2.47086, -1.21233, 2.87468)
S (-2.24226, 1.75071, -5.55203)
C (-1.10341, 3.09870, -5.97129)
H (-1.08722, 2.93500, 4.53615)
N (-1.09372, -1.58158, -3.17773)
H (-5.73944, -1.01164, -1.69506)
S (-1.82355, -2.92083, 2.81160)
H (-4.99502, 3.02160, 4.69625)
C (-6.74735, -4.02862, -0.49661)
H (-1.57273, -5.02813, 4.77942)
O (-2.00067, -2.19792, 1.58343)
C (-1.50651, -4.62660, 2.56796)
S (-4.00051, 3.49320, 2.68956)
H (-1.08652, -4.67130, -3.69018)
H (5.09699, 0.68834, 2.40454)
H (3.14120, 4.11758, -0.41484)
H (1.27243, 4.04931, 4.80652)
O (-3.57894, 2.13307, -5.94265)
H (-7.80153, -2.70746, -1.89669)
H (-3.08401, 2.03084, -3.32374)
H (-0.61471, 2.12316, 3.15563)
H (-6.05718, 2.49198, 3.26428)
H (5.43857, -3.87548, 2.79223)
N (6.53193, -1.04112, 0.12853)
C (4.62311, 1.78749, 0.62424)
H (-7.48819, -1.89648, -0.34861)
C (-3.34233, -3.04212, 3.73674)
H (1.11658, -0.22541, 1.28726)
H (-0.15707, 2.75161, -6.41693)
H (0.61099, 1.65084, 5.93913)
C (-0.97554, 3.91626, -4.65981)
H (-3.26248, -2.55669, 4.70634)
H (0.69402, -5.56914, -2.33535)
H (-4.20141, -5.02729, 3.10816)
H (-1.30826, -3.83928, -0.76990)
C (2.41798, -2.29335, 2.87414)
H (3.75322, 2.20675, 1.08063)
C (3.86322, -3.91851, 1.35099)
C (-3.58618, -4.57054, 3.90552)
C (-5.07863, 2.55669, 3.71814)
C (0.41112, 1.38566, 4.88267)
C (-1.66515, -0.21006, -0.49031)
N (-2.68369, 0.23930, -0.69473)
H (-1.59108, 3.67703, -6.75735)
C (-2.04324, 1.85689, -3.69256)
C (-3.43892, 0.99102, 2.57574)
H (-0.22514, -5.12121, -0.14342)
C (-3.48095, 2.20768, 1.60235)
H (-1.55359, -5.38207, -1.40965)
H (-4.24285, 2.10019, 0.82011)
C (-0.24837, -0.59918, -0.14565)
S (0.87407, 6.46495, -2.03291)
C (-4.63009, -2.44810, -0.58528)
H (1.58738, 3.32298, 3.19116)
O (-1.63886, 0.56912, -6.18114)
H (4.18299, -1.45424, -2.18130)